The following is a DFT calculation (ωB97M-V/def2-TZVPD) of C47H63FNO5P2SSbTi as an isolated structure in a non-equilibrium geometry.

Geometry as XYZ:
```
122
Properties=species:S:1:pos:R:3:forces:R:3:mulliken_charge:R:1
Ti -0.184957 0.379033 -0.216673 2.4 0.9 -0.4 0.579
C -0.146217 3.453073 4.271011 0.0 0.0 -0.1 -1.599
C 0.712604 2.482402 3.466800 0.3 -0.3 0.0 0.656
C 1.888657 1.952556 4.296179 0.0 0.0 -0.2 -1.265
P -0.121595 1.060575 2.577045 -0.5 0.8 0.6 2.088
C -0.917025 -0.063106 3.843378 0.2 -0.1 0.0 0.953
C -1.303520 0.473076 5.223863 -0.1 0.0 -0.1 -1.912
C -0.005095 -1.284622 4.037519 -0.1 0.0 -0.1 -1.235
C -1.560592 2.009454 1.901659 0.2 -0.2 -0.2 -1.135
C -2.779528 2.217132 2.542083 -0.1 -0.1 -0.1 0.100
C -3.797583 2.943194 1.948566 0.0 0.0 0.1 1.034
C -5.062197 3.273492 2.698646 0.0 -0.1 -0.1 -1.855
C -3.614658 3.364034 0.631679 0.0 0.0 0.0 -1.152
C -2.426178 3.156813 -0.035054 0.0 0.0 -0.2 -0.307
C -1.347097 2.540360 0.612005 0.1 0.7 0.6 -0.104
N -0.054134 2.345511 0.115572 -0.3 0.6 -0.3 0.399
C 0.606367 3.115212 -0.816975 0.2 0.2 0.1 -0.417
C 0.199016 4.386815 -1.244552 -0.1 0.0 0.1 -0.588
C 0.896935 5.082679 -2.219974 -0.1 0.0 0.1 -1.204
C 2.059637 4.575864 -2.773694 0.1 0.0 -0.1 0.357
C 2.808291 5.283866 -3.876263 0.0 -0.1 0.1 -1.485
C 2.534402 3.366662 -2.269885 -0.1 0.0 0.0 -0.558
C 1.845928 2.625853 -1.321094 -0.2 -0.1 0.0 -0.485
P 2.413018 1.036515 -0.579145 0.5 0.6 -0.4 1.349
C 3.781792 1.734038 0.489183 0.0 -0.4 0.1 1.118
C 4.895528 2.493395 -0.227247 -0.1 0.0 0.0 -1.379
C 4.361341 0.686237 1.448452 -0.1 0.1 0.0 -1.418
C 3.140851 -0.053925 -1.930952 0.0 0.0 0.0 3.414
C 3.436025 0.549756 -3.300202 0.0 0.0 0.0 -2.003
C 4.320587 -0.911950 -1.465218 -0.1 0.0 0.0 -1.607
H 0.479577 4.278109 4.626319 0.0 0.0 0.0 0.497
H -0.594454 2.976973 5.141517 0.0 0.0 0.0 0.232
H -0.945059 3.871734 3.659932 0.0 0.0 0.0 0.234
H 1.123272 3.038175 2.615176 0.0 0.0 0.0 0.184
H 1.538989 1.464786 5.208141 0.0 0.0 0.0 0.240
H 2.555478 2.768996 4.587311 0.0 0.0 0.0 0.435
H 2.469498 1.224303 3.724697 0.0 0.0 0.1 0.124
H -1.814927 -0.396536 3.316375 -0.1 0.0 0.0 0.510
H -0.421735 0.769402 5.794161 0.0 0.0 0.0 0.292
H -1.799674 -0.329848 5.776503 0.0 0.0 0.0 0.474
H -1.990853 1.315609 5.188238 0.0 0.0 0.0 0.290
H 0.994592 -0.992771 4.369332 0.0 0.0 0.0 0.215
H 0.094277 -1.846243 3.112275 0.0 0.0 0.0 -0.095
H -0.433020 -1.954727 4.788766 0.0 0.0 0.0 0.554
H -2.951237 1.803859 3.527102 0.0 0.0 0.0 0.043
H -5.031162 2.867942 3.710142 0.0 0.0 0.0 0.343
H -5.940740 2.862776 2.195134 0.0 0.0 0.0 0.365
H -5.195631 4.355390 2.770546 0.0 0.0 0.0 0.346
H -4.428741 3.865502 0.117641 0.0 0.0 0.0 0.357
H -2.340368 3.433135 -1.077200 0.1 0.1 0.0 0.699
H -0.686025 4.828235 -0.808322 0.0 0.0 -0.1 0.689
H 0.514855 6.044777 -2.546724 0.0 0.0 0.0 0.309
H 2.267099 6.167638 -4.215704 0.0 0.0 0.0 0.387
H 2.950443 4.621841 -4.733474 0.0 0.0 0.0 0.317
H 3.800579 5.599878 -3.542354 0.0 0.0 0.0 0.306
H 3.472750 2.999952 -2.662677 0.0 0.0 0.0 0.699
H 3.208675 2.448319 1.093269 0.0 0.0 0.0 0.252
H 5.401672 1.858691 -0.959141 0.0 0.0 0.0 0.110
H 5.639275 2.830726 0.500933 0.0 0.0 0.0 0.461
H 4.509777 3.370392 -0.742587 0.1 0.0 0.0 0.400
H 5.066462 0.029043 0.939500 0.0 0.0 0.0 0.397
H 3.575075 0.067000 1.884106 0.0 0.0 0.0 0.148
H 4.896756 1.181427 2.263835 0.0 0.0 0.0 0.472
H 2.307974 -0.743012 -2.086583 -0.1 0.0 0.0 -1.879
H 4.336370 1.169744 -3.289799 0.0 0.0 0.0 0.357
H 2.594997 1.142953 -3.655139 0.0 0.0 -0.1 0.555
H 3.600842 -0.268347 -4.008310 0.0 0.0 0.0 0.404
H 4.490146 -1.698747 -2.204286 0.0 0.0 0.0 0.275
H 4.127297 -1.408362 -0.511800 0.1 0.0 0.0 0.269
H 5.238282 -0.326842 -1.377596 0.0 0.0 0.1 0.314
O -2.455445 -2.388516 -0.330949 0.1 0.1 0.0 -0.464
S -2.192297 -1.105830 0.285119 -1.2 -1.0 0.6 1.661
O -3.127684 -0.723325 1.309829 0.0 0.0 -0.1 -0.806
O -2.018889 -0.035008 -0.774119 -0.7 -0.3 0.3 -0.577
O -0.749343 -1.114524 0.893752 -1.3 -0.8 0.3 -0.267
O 2.040303 -1.811301 1.255899 0.1 -0.2 0.1 -0.785
H 2.315872 -1.283730 0.496569 -0.1 0.0 0.1 -0.660
H 1.082351 -1.668484 1.284847 0.0 0.0 0.0 -0.075
F 0.256942 0.486899 -1.976271 0.1 -0.2 -0.8 -0.468
C -0.364139 -0.952445 -4.467291 -0.2 -0.1 0.0 -1.315
C -1.335996 -2.099032 -4.318748 0.1 0.0 -0.1 0.995
C -2.306670 -2.266610 -5.310157 0.0 0.0 0.0 -0.561
C -3.280223 -3.245086 -5.214306 0.0 0.0 0.0 -0.842
C -3.310279 -4.069793 -4.097943 0.0 0.0 0.0 -0.883
C -2.349633 -3.920988 -3.111258 0.0 0.2 0.0 -1.086
C -1.339718 -2.961888 -3.217889 0.0 0.0 0.1 1.223
Sb 0.079083 -2.791654 -1.583646 0.2 -1.3 -0.6 -0.843
C -0.425269 -4.665821 -0.579167 0.0 0.1 0.0 0.747
C -0.756107 -4.523324 0.770478 -0.1 0.0 -0.1 -0.781
C -1.143327 -5.602169 1.551389 0.1 0.0 0.0 -0.906
C -1.188876 -6.867765 0.989400 0.0 0.0 0.0 -0.762
C -0.829751 -7.032515 -0.338649 0.0 0.0 -0.1 -0.665
C -0.443905 -5.955704 -1.140044 0.1 0.1 0.0 1.375
C -0.026508 -6.255843 -2.560298 0.0 0.1 0.2 -1.188
C 1.772398 -3.716369 -2.667328 0.2 0.4 -0.1 1.530
C 1.869372 -3.544662 -4.051010 0.0 0.0 0.1 -0.404
C 3.017780 -3.877714 -4.760388 0.0 0.0 0.0 -0.904
C 4.108374 -4.402799 -4.086762 0.0 0.0 0.1 -0.752
C 4.017665 -4.622183 -2.718603 -0.1 0.0 -0.1 -0.715
C 2.872275 -4.285912 -1.996044 0.0 0.0 0.0 0.783
C 2.839020 -4.588794 -0.517430 0.0 0.0 -0.2 -1.122
H -0.099490 -0.803608 -5.516075 0.0 0.0 0.0 0.489
H 0.548843 -1.105640 -3.894386 0.0 0.1 0.0 -0.243
H -0.820118 -0.036371 -4.091326 0.1 0.0 0.0 0.458
H -2.300937 -1.596580 -6.164236 0.0 0.0 0.0 0.422
H -4.024657 -3.350893 -5.994512 0.0 0.0 0.0 0.370
H -4.081681 -4.823247 -3.991866 0.0 0.0 0.0 0.449
H -2.403212 -4.534072 -2.220727 0.0 -0.1 0.0 0.534
H -0.751138 -3.537203 1.217481 0.0 0.0 0.0 0.246
H -1.420158 -5.445903 2.587392 0.0 0.0 0.0 0.454
H -1.511033 -7.719782 1.576830 0.0 0.0 0.0 0.338
H -0.850504 -8.023037 -0.782071 0.0 0.0 0.0 0.387
H -0.457406 -7.201729 -2.892253 0.0 0.0 0.0 0.504
H 1.061781 -6.332518 -2.624779 0.0 0.0 0.0 0.258
H -0.328550 -5.466019 -3.243551 0.0 0.0 -0.1 0.000
H 1.018046 -3.152968 -4.594333 0.0 0.0 0.0 0.263
H 3.057017 -3.721826 -5.832570 0.0 0.0 0.0 0.400
H 5.019856 -4.648312 -4.618814 0.0 0.0 0.0 0.331
H 4.860215 -5.055981 -2.189866 0.0 0.0 0.0 0.352
H 3.823350 -4.902696 -0.167246 0.0 0.0 0.0 0.461
H 2.131442 -5.396533 -0.315522 0.0 0.0 0.1 0.162
H 2.517861 -3.725675 0.067459 0.0 0.0 0.1 -0.040
```
Forces are in eV/Å.

**⟨S²⟩**: 0.752
**Spin multiplicity**: 2
**Molar mass**: 1004.7 g/mol
**Gap between HOMO and LUMO (spin up / spin down)**: 6.777 / 7.027 eV
**Net charge**: -1
**Energy above the lowest of the compared OMol25 structures with the same formula, charge and spin**: 161.6 kJ/mol